A structure of composition C32H46BBr4ClF8IN2O8 in a non-equilibrium geometry, computed with ωB97M-V/def2-TZVPD.

XYZ file:
```
103
Properties=species:S:1:pos:R:3
C 5.1706 1.7595 1.8592
C 4.0242 0.9489 1.2426
C 2.6350 1.1574 1.8368
I 2.8297 0.7103 3.9655
N 2.4011 2.6425 1.7795
C 0.9928 3.1110 1.8056
C 0.2342 2.6673 0.5318
C -1.2605 2.7192 0.9443
C -2.2846 2.8948 -0.1806
O -3.5333 2.4192 0.2929
C -4.4511 2.0856 -0.7119
C -5.8132 2.6929 -0.4009
F -6.6192 2.4974 -1.4854
F -5.6518 4.0404 -0.2340
C -6.6041 2.2144 0.8540
F -7.8373 2.7689 0.7577
F -6.0159 2.7012 1.9773
C -6.8039 0.6663 1.0080
F -8.0806 0.4403 1.4139
F -6.6393 0.0683 -0.2058
C -5.9136 -0.0250 2.0685
F -4.6553 0.4856 2.0592
F -5.8304 -1.3453 1.7502
B 0.4717 3.9192 -0.4628
N 1.3719 3.9099 -1.5914
O -0.2454 5.0472 -0.1319
C 0.8555 1.3101 -0.0010
C 0.1447 0.6878 -1.2153
Br 1.0660 1.0404 -2.8550
C -0.9983 -0.0043 -1.4133
C -1.4967 -0.4938 -2.7521
Br -2.2250 -0.4485 -0.0457
C 1.4123 0.3634 1.1430
Cl 0.1895 0.1156 2.4353
C 1.9380 -1.0682 0.7783
Br 3.0436 -1.1177 -0.8266
C 0.9230 -2.2339 0.7537
C 0.6779 -2.9854 -0.5487
Br 1.5716 -3.5743 2.0374
H 4.9451 2.8190 2.0162
H 5.5249 1.3355 2.7859
H 6.0040 1.7314 1.1550
H 3.9552 1.2293 0.1832
H 4.3025 -0.0991 1.2540
H 2.9015 3.0289 2.5826
H 2.8817 3.0247 0.9608
H 1.0266 4.2010 1.8438
H 0.5223 2.7362 2.7126
H -1.3564 3.6221 1.5598
H -1.5543 1.9003 1.5976
H -1.9779 2.3911 -1.1039
H -2.3908 3.9595 -0.4130
H -4.5141 1.0044 -0.8410
H -4.1684 2.5223 -1.6769
H -6.3676 0.0600 3.0573
H 2.3630 3.8148 -1.4117
H 1.2556 4.7231 -2.1859
H 0.1924 5.8613 -0.3860
H 1.8022 1.6301 -0.4568
H -2.3641 -1.1356 -2.6198
H -1.7948 0.3596 -3.3664
H -0.7183 -1.0434 -3.2814
H 2.6461 -1.3139 1.5683
H -0.0278 -1.9492 1.1712
H 1.4998 -3.6577 -0.7965
H -0.2013 -3.6171 -0.3983
H 0.4621 -2.3096 -1.3723
O 7.5955 0.9482 3.2721
C 8.5343 0.4034 2.7612
O 8.4077 -0.7858 2.1429
C 9.6977 -1.2689 1.7096
C 10.5719 -0.0231 1.6111
C 9.9775 0.8607 2.7090
H 10.0613 -1.9760 2.4565
H 9.5667 -1.7895 0.7654
H 11.6306 -0.2377 1.7311
H 10.4314 0.4509 0.6392
H 10.4260 0.6688 3.6849
H 10.0305 1.9244 2.4967
O -5.8171 -0.2010 -7.0186
C -6.3751 0.6540 -6.4014
O -7.4102 1.3627 -6.9080
C -7.8188 2.3907 -5.9886
C -7.3309 1.9204 -4.6221
C -6.0715 1.1421 -4.9947
H -7.3503 3.3281 -6.2962
H -8.8977 2.5009 -6.0522
H -7.1630 2.7347 -3.9225
H -8.0655 1.2445 -4.1832
H -5.1887 1.7828 -5.0436
H -5.8675 0.2970 -4.3429
O 2.0216 -6.8169 -0.4563
C 1.5746 -7.4315 0.4658
O 0.9488 -6.8158 1.4963
C 0.5928 -7.7682 2.5141
C 0.5452 -9.1150 1.7988
C 1.6063 -8.9279 0.7133
H 1.3588 -7.7398 3.2921
H -0.3593 -7.4692 2.9445
H 0.7251 -9.9559 2.4642
H -0.4329 -9.2524 1.3370
H 2.6066 -9.1921 1.0600
H 1.3944 -9.4651 -0.2061
```

- Energy: -376495.33763 eV
- E_HOMO: -0.4198 Ha
- E_LUMO: -3.0 eV
- Total charge: +1
- HOMO-LUMO gap: 8.4 eV

Löwdin atomic charge list, values in e, 8 entries: atom 1 (C): -0.12, atom 2 (C): -0.34, atom 3 (C): -0.72, atom 4 (I): 1.08, atom 5 (N): 0.03, atom 6 (C): -0.09, atom 7 (C): -0.25, atom 8 (C): -0.12